No. 1
C4H7F2N | wB97M-V/def2-TZVPD

Last columns: bonded neighbours and bond lengths (Å).
Geometry (Å):
1 C -1.6871 -1.3727 -1.1220  C2 1.290, H8 1.117, H9 1.040
2 C -1.1954 -0.2269 -0.7927  C1 1.290, C3 1.501, H10 1.112
3 C 0.1232 -0.1132 -0.0856  C2 1.501, F4 1.395, F5 1.408, C6 1.549
4 F 0.2521 -1.2542 0.7066  C3 1.395
5 F 1.1674 -0.3869 -0.9895  C3 1.408
6 C 0.4738 1.1385 0.7572  C3 1.549, N7 1.443, H11 0.987, H12 1.177
7 N 1.8045 0.9984 1.2977  C6 1.443, H13 1.035, H14 1.010
8 H -2.6789 -1.4098 -1.6344  C1 1.117
9 H -1.1268 -2.2484 -1.0835  C1 1.040
10 H -1.6829 0.6866 -1.1996  C2 1.112
11 H -0.1973 1.1443 1.4812  C6 0.987
12 H 0.4500 2.2029 0.2556  C6 1.177
13 H 1.7954 0.0927 1.7979  N7 1.035
14 H 2.5020 0.7487 0.6110  N7 1.010

Values from the calculation:
E_tot (Eh): -411.04852
Energy above the lowest of the compared OMol25 structures with the same formula, charge and spin (kJ/mol): 67.4
Orbital gap (eV): 10.94
LUMO (eV): 1.0311

These are the Löwdin partial charges, in e, on atoms 1 to 8:
1. C 0.034
2. C -0.092
3. C -0.465
4. F 0.030
5. F 0.025
6. C -0.182
7. N 0.002
8. H 0.089



No. 2
C4H7F2NO4 | wB97M-V/def2-TZVPD

Last columns: bonded neighbours and bond lengths (Å).
Geometry (Å):
1 C -1.2535 -0.0965 0.7663  C4 1.471, O8 1.385, H12 1.075, H13 1.117
2 C -0.6324 0.5357 -1.5896  C4 1.486, O9 1.422, H14 1.074, H15 1.090
3 C 1.9878 0.2314 0.9526  F10 1.322, F11 1.338, H16 1.082
4 C -0.2880 -0.1901 -0.3390  C1 1.471, C2 1.486, N5 1.465
5 N 0.2257 -1.5502 -0.5152  C4 1.465, O6 1.222, O7 1.217
6 O 0.6418 -1.8818 -1.6154  N5 1.222
7 O 0.2245 -2.2964 0.4458  N5 1.217
8 O -1.0023 -0.4421 2.0841  C1 1.385, H17 1.002
9 O -1.0291 1.8793 -1.3459  C2 1.422, H18 1.071
10 F 1.3751 1.2299 1.5647  C3 1.322
11 F 2.4968 0.6216 -0.2218  C3 1.338
12 H -2.1295 -0.6368 0.4568  C1 1.075
13 H -1.6036 0.9587 0.6562  C1 1.117
14 H -1.4359 0.0072 -2.0678  C2 1.074
15 H 0.2237 0.4350 -2.2561  C2 1.090
16 H 2.6000 -0.3508 1.6286  C3 1.082
17 H -0.1672 -0.9310 2.3458  O8 1.002
18 H -0.2339 2.4770 -0.9501  O9 1.071

Values from the calculation:
E_tot (Eh): -711.79723
Energy above the lowest of the compared OMol25 structures with the same formula, charge and spin (kJ/mol): 307.2
Orbital gap (spin up / spin down) (eV): 7.84 / 9.06
LUMO (spin up / spin down) (eV): -1.7413 / -0.4049

These are the Löwdin partial charges, in e, on atoms 1 to 8:
1. C -0.247
2. C -0.213
3. C -0.163
4. C -0.119
5. N -0.375
6. O 0.076
7. O 0.058
8. O -0.051



No. 3
C4H7F3N3 | wB97M-V/def2-TZVPD

Last columns: bonded neighbours and bond lengths (Å).
Geometry (Å):
1 C 0.8926 -0.5214 -0.2683  C4 1.459, N6 1.228, H17 1.155
2 C 0.6594 -2.7773 0.6339  N6 1.260, H11 1.111, H12 1.097
3 C -1.4926 1.8049 0.5831  N7 1.423, H13 1.136, H14 1.056, H15 1.114
4 C 1.9866 0.4239 -0.4600  C1 1.459, F8 1.326, F9 1.369, F10 1.318
5 N -2.5080 0.4685 -0.8680  N7 1.213, H16 1.045
6 N 0.8705 -1.5606 0.3854  C1 1.228, C2 1.260
7 N -1.4910 0.6369 -0.2293  C3 1.423, N5 1.213
8 F 3.0833 0.0175 0.1646  C4 1.326
9 F 2.2654 0.5272 -1.7961  C4 1.369
10 F 1.6100 1.5905 0.0239  C4 1.318
11 H 1.0243 -3.3234 -0.2621  C2 1.111
12 H 0.0397 -3.0074 1.5097  C2 1.097
13 H -1.1170 1.5511 1.6251  C3 1.136
14 H -0.7150 2.3716 0.1472  C3 1.056
15 H -2.5250 2.1631 0.7978  C3 1.114
16 H -2.4696 -0.3659 -1.4954  N5 1.045
17 H -0.1135 0.0008 -0.4914  C1 1.155

Values from the calculation:
Charge: +1
E_tot (Eh): -620.06841
Energy above the lowest of the compared OMol25 structures with the same formula, charge and spin (kJ/mol): 328.1
Orbital gap (eV): 8.21
LUMO (eV): -5.3981

These are the Löwdin partial charges, in e, on atoms 1 to 8:
1. C 0.058
2. C 0.192
3. C -0.078
4. C -0.605
5. N 0.145
6. N 0.133
7. N -0.184
8. F 0.190



No. 4
C4H7FINO | wB97M-V/def2-TZVPD

Last columns: bonded neighbours and bond lengths (Å).
Geometry (Å):
1 C -0.2773 0.2820 1.3333  C3 1.528, N5 1.345, O6 1.235
2 C 1.1761 0.7403 -1.5239  C4 1.615, H9 1.127, H10 1.170, H11 1.148
3 C -1.0593 0.2386 0.0209  C1 1.528, C4 1.811, I8 2.136, H12 1.019
4 C 0.2508 -0.4771 -1.0042  C2 1.615, C3 1.811, F7 1.316, H13 1.104
5 N -0.4039 -0.7452 2.1927  C1 1.345, H14 1.077, H15 1.065
6 O 0.4444 1.2710 1.4925  C1 1.235
7 F 0.7935 -1.4006 -0.2400  C4 1.316
8 I -2.8400 -0.9411 -0.0179  C3 2.136
9 H 1.5278 1.4098 -0.6890  C2 1.127
10 H 0.4231 1.4836 -2.0229  C2 1.170
11 H 1.9984 0.3253 -2.2089  C2 1.148
12 H -1.1348 1.2048 -0.2944  C3 1.019
13 H -0.1042 -0.9419 -1.9410  C4 1.104
14 H -0.9565 -1.5897 1.8154  N5 1.077
15 H 0.1619 -0.8599 3.0874  N5 1.065

Values from the calculation:
E_tot (Eh): -683.97164
2S+1: 3
Orbital gap (spin up / spin down) (eV): 5.96 / 5.76
<S²>: 2.01
LUMO (spin up / spin down) (eV): 0.6392 / -3.7288

These are the Löwdin partial charges, in e, on atoms 1 to 8:
1. C -0.656
2. C -0.049
3. C -0.607
4. C -0.351
5. N 0.112
6. O 0.022
7. F 0.012
8. I 0.906



No. 5
C4H7FN2 | wB97M-V/def2-TZVPD

Last columns: bonded neighbours and bond lengths (Å).
Geometry (Å):
1 H 2.0989 -1.6941 0.0418  N2 1.080
2 N 2.6422 -0.7646 -0.0455  H1 1.080, C3 1.266
3 C 1.7999 0.1806 -0.0631  N2 1.266, N4 1.468, H9 1.075
4 N 0.3589 0.2108 0.2147  C3 1.468, C5 1.486, C6 1.408
5 C -0.3370 1.5114 0.0345  N4 1.486, H10 1.131, H11 1.096, H12 1.118
6 C -0.4473 -0.9342 0.0667  N4 1.408, C7 1.335, H13 1.057
7 C -1.7743 -1.0383 -0.0289  C6 1.335, F8 1.331, H14 1.085
8 F -2.6187 -0.0106 -0.0627  C7 1.331
9 H 2.1508 1.1790 -0.2531  C3 1.075
10 H -1.0204 1.5418 0.9357  C5 1.131
11 H 0.4117 2.2974 -0.1138  C5 1.096
12 H -0.9891 1.4007 -0.8666  C5 1.118
13 H 0.0102 -1.8853 0.1301  C6 1.057
14 H -2.2860 -1.9945 0.0103  C7 1.085

Values from the calculation:
E_tot (Eh): -365.92733
Energy above the lowest of the compared OMol25 structures with the same formula, charge and spin (kJ/mol): 134.3
Orbital gap (eV): 9.36
LUMO (eV): 0.8940

These are the Löwdin partial charges, in e, on atoms 1 to 8:
1. H 0.064
2. N 0.076
3. C -0.259
4. N -0.145
5. C -0.047
6. C -0.108
7. C -0.157
8. F -0.002



No. 6
C4H7FN2 | wB97M-V/def2-TZVPD

Last columns: bonded neighbours and bond lengths (Å).
Geometry (Å):
1 C -1.8642 0.5837 0.1609  N2 1.460, H8 1.049, H9 1.091, H10 1.111
2 N -0.5144 0.1471 0.5060  C1 1.460, C3 1.407, N7 1.470
3 C -0.1748 -1.1820 0.1943  N2 1.407, C4 1.299, H11 1.104
4 C 1.0492 -1.3611 -0.2015  C3 1.299, C5 1.631, H12 1.092
5 C 1.6547 0.1386 -0.4153  C4 1.631, F6 1.381, N7 1.500, H13 1.134
6 F 2.6495 0.4226 0.4992  C5 1.381
7 N 0.4960 1.0337 -0.0883  N2 1.470, C5 1.500, H14 1.043
8 H -1.7770 1.5842 0.4650  C1 1.049
9 H -2.1094 0.6125 -0.9022  C1 1.091
10 H -2.5204 0.0684 0.8952  C1 1.111
11 H -1.1114 -1.7554 0.3055  C3 1.104
12 H 1.3835 -2.3527 -0.5122  C4 1.092
13 H 1.9867 0.3094 -1.4858  C5 1.134
14 H 0.8522 1.7511 0.5792  N7 1.043

Values from the calculation:
E_tot (Eh): -365.90166
Energy above the lowest of the compared OMol25 structures with the same formula, charge and spin (kJ/mol): 201.7
Orbital gap (eV): 9.19
LUMO (eV): 1.0674

These are the Löwdin partial charges, in e, on atoms 1 to 8:
1. C -0.081
2. N -0.218
3. C -0.154
4. C -0.009
5. C -0.284
6. F -0.024
7. N 0.038
8. H 0.053



No. 7
C4H7FN2 | wB97M-V/def2-TZVPD

Last columns: bonded neighbours and bond lengths (Å).
Geometry (Å):
1 C -0.1535 -1.6312 0.6738  C2 1.514, N5 1.237, H8 1.151
2 C -0.4039 -0.8027 -0.5683  C1 1.514, N6 1.496, H9 1.162, H10 1.237
3 C 1.1972 0.9065 -0.7577  N6 1.345, F7 1.403, H11 1.189
4 C -0.9360 1.5093 0.0870  N6 1.314, H13 1.032, H14 1.121
5 N 0.2921 -1.1909 1.7407  C1 1.237, H12 0.996
6 N -0.0783 0.6497 -0.4159  C2 1.496, C3 1.345, C4 1.314
7 F 2.2129 -0.0586 -0.6812  C3 1.403
8 H -0.4269 -2.7417 0.5405  C1 1.151
9 H 0.0733 -1.0043 -1.6084  C2 1.162
10 H -1.6027 -0.9038 -0.8563  C2 1.237
11 H 1.6590 1.9322 -0.3730  C3 1.189
12 H 0.6520 -0.2772 1.9056  N5 0.996
13 H -0.4753 2.3812 0.3909  C4 1.032
14 H -2.0099 1.2315 -0.0775  C4 1.121

Values from the calculation:
E_tot (Eh): -365.82153
Energy above the lowest of the compared OMol25 structures with the same formula, charge and spin (kJ/mol): 412.1
Orbital gap (spin up / spin down) (eV): 7.94 / 7.83
LUMO (spin up / spin down) (eV): 0.6178 / 0.6075

These are the Löwdin partial charges, in e, on atoms 1 to 8:
1. C -0.253
2. C -0.135
3. C -0.164
4. C -0.013
5. N 0.122
6. N -0.271
7. F -0.059
8. H 0.129



No. 8
C4H7FN2S | wB97M-V/def2-TZVPD

Last columns: bonded neighbours and bond lengths (Å).
Geometry (Å):
1 N 3.6377 1.2143 0.0917  N2 1.290, H9 1.216, H10 1.120
2 N 2.9773 0.1585 -0.2433  N1 1.290, C3 1.319
3 C 1.7688 -0.0787 0.2277  N2 1.319, S4 1.714, H11 1.108
4 S 0.5938 -1.2761 -0.1229  C3 1.714, C5 1.761
5 C -0.7755 -0.1924 -0.3485  S4 1.761, C6 1.330, H12 1.062
6 C -1.8556 -0.5643 0.3328  C5 1.330, C7 1.586, H13 1.138
7 C -3.3017 0.0810 0.2412  C6 1.586, F8 1.469, H14 1.162, H15 1.050
8 F -3.2856 1.4689 -0.2388  C7 1.469
9 H 3.0321 2.0849 0.6857  N1 1.216
10 H 4.7200 1.0044 0.2872  N1 1.120
11 H 1.1880 0.4761 0.9909  C3 1.108
12 H -0.6147 0.7418 -0.8269  C5 1.062
13 H -2.0426 -1.6105 0.7405  C6 1.138
14 H -3.6884 -0.6689 -0.5577  C7 1.162
15 H -3.8468 0.0855 1.1387  C7 1.050

Values from the calculation:
E_tot (Eh): -764.01646
Energy above the lowest of the compared OMol25 structures with the same formula, charge and spin (kJ/mol): 443.0
Orbital gap (eV): 8.69
LUMO (eV): 0.7943

These are the Löwdin partial charges, in e, on atoms 1 to 8:
1. N -0.103
2. N -0.168
3. C -0.563
4. S 0.876
5. C -0.443
6. C -0.181
7. C -0.124
8. F -0.111



No. 9
C4H7FN2S | wB97M-V/def2-TZVPD

Last columns: bonded neighbours and bond lengths (Å).
Geometry (Å):
1 N 1.2778 1.6701 -1.1216  C2 1.280, H9 1.234, H10 1.057
2 C 0.2825 1.7565 -0.3212  N1 1.280, N3 1.354, C4 1.450
3 N 0.2634 2.8559 0.4688  C2 1.354, H11 1.027, H12 1.038
4 C -0.4672 0.5918 0.1080  C2 1.450, C5 1.495, H13 1.072
5 C -0.1598 -0.8698 0.0528  C4 1.495, S6 1.630, C7 1.554
6 S 1.0626 -1.4366 -0.8644  C5 1.630
7 C -1.0832 -1.8518 0.8259  C5 1.554, F8 1.372, H14 1.018, H15 1.100
8 F -2.1825 -1.3226 1.4537  C7 1.372
9 H 2.1790 2.3916 -0.6867  N1 1.234
10 H 1.5286 0.7327 -1.5394  N1 1.057
11 H 0.6198 3.8019 0.2872  N3 1.027
12 H -0.4946 2.9195 1.1750  N3 1.038
13 H -1.3875 0.6758 0.6512  C4 1.072
14 H -0.6599 -2.5505 1.4335  C7 1.018
15 H -1.3663 -2.5247 0.0028  C7 1.100

Values from the calculation:
E_tot (Eh): -764.10055
Energy above the lowest of the compared OMol25 structures with the same formula, charge and spin (kJ/mol): 222.2
Orbital gap (eV): 7.79
LUMO (eV): 0.1644

These are the Löwdin partial charges, in e, on atoms 1 to 8:
1. N 0.098
2. C -0.512
3. N 0.102
4. C -0.089
5. C -0.739
6. S 0.644
7. C -0.235
8. F -0.038



No. 10
C4H7FNO3 | wB97M-V/def2-TZVPD

Last columns: bonded neighbours and bond lengths (Å).
Geometry (Å):
1 N -0.7619 0.0575 1.5084  C2 1.447, H10 1.008, H11 1.013
2 C -0.6271 0.4391 0.1190  N1 1.447, O3 1.435, C4 1.533, C7 1.562
3 O -1.1584 1.7614 -0.0491  C2 1.435, H12 0.961
4 C 0.8484 0.4523 -0.2976  C2 1.533, C5 1.510, H13 1.090, H14 1.097
5 C 1.5026 -0.8968 -0.1158  C4 1.510, F6 1.423, H15 1.089, H16 1.088
6 F 2.8512 -0.8258 -0.5646  C5 1.423
7 C -1.3809 -0.5726 -0.8022  C2 1.562, O8 1.239, O9 1.248
8 O -1.3822 -0.2870 -2.0075  C7 1.239
9 O -1.7701 -1.6093 -0.2275  C7 1.248
10 H -1.1020 0.8414 2.0431  N1 1.008
11 H -1.3986 -0.7286 1.5610  N1 1.013
12 H -0.4592 2.3212 -0.3963  O3 0.961
13 H 0.9290 0.7287 -1.3486  C4 1.090
14 H 1.3713 1.1716 0.3448  C4 1.097
15 H 1.0034 -1.6685 -0.6999  C5 1.089
16 H 1.5347 -1.1846 0.9329  C5 1.088

Values from the calculation:
Charge: -1
E_tot (Eh): -537.03828
Orbital gap (eV): 8.16
LUMO (eV): 3.8575

These are the Löwdin partial charges, in e, on atoms 1 to 8:
1. N 0.087
2. C -0.530
3. O -0.011
4. C -0.132
5. C -0.178
6. F -0.108
7. C -0.696
8. O -0.034



No. 11
C4H7FO | wB97M-V/def2-TZVPD

Last columns: bonded neighbours and bond lengths (Å).
Geometry (Å):
1 O 1.4111 0.6969 -0.8668  C2 1.378, H7 1.002
2 C 0.3254 0.1948 -0.1827  O1 1.378, C3 1.516, C5 1.448, C6 1.514
3 C -0.5909 1.2306 0.4379  C2 1.516, F4 1.372, H8 1.110, H9 1.096
4 F -1.7086 0.5862 0.9038  C3 1.372
5 C 0.3750 -1.0956 0.4729  C2 1.448, C6 1.502, H10 1.109, H11 1.061
6 C -0.4143 -0.9728 -0.7991  C2 1.514, C5 1.502, H12 1.064, H13 1.091
7 H 2.0813 1.1556 -0.2801  O1 1.002
8 H -0.9348 1.9644 -0.3200  C3 1.110
9 H -0.1311 1.6454 1.3426  C3 1.096
10 H 1.3581 -1.6071 0.4380  C5 1.109
11 H -0.1675 -1.3203 1.3564  C5 1.061
12 H -0.1116 -1.3417 -1.7505  C6 1.064
13 H -1.4920 -1.1364 -0.7524  C6 1.091

Values from the calculation:
E_tot (Eh): -331.66050
Energy above the lowest of the compared OMol25 structures with the same formula, charge and spin (kJ/mol): 128.2
Orbital gap (eV): 11.00
LUMO (eV): 0.8135

These are the Löwdin partial charges, in e, on atoms 1 to 8:
1. O 0.022
2. C -0.551
3. C -0.135
4. F -0.046
5. C -0.079
6. C -0.050
7. H 0.141
8. H 0.139



No. 12
C4H7FO | wB97M-V/def2-TZVPD

Last columns: bonded neighbours and bond lengths (Å).
Geometry (Å):
1 C -1.4729 1.2043 0.0316  O2 1.427, H7 1.251, H8 1.182, H9 1.230
2 O -0.0743 1.0797 -0.2242  C1 1.427, C3 1.404
3 C 0.3305 -0.2414 0.0229  O2 1.404, C4 1.516, C5 1.305
4 C 1.8418 -0.3201 -0.0734  C3 1.516, H10 1.189, H11 1.215, H12 1.179
5 C -0.4587 -1.2806 0.0515  C3 1.305, F6 1.371, H13 1.012
6 F -1.8090 -1.4194 -0.1398  C5 1.371
7 H -1.5419 1.1785 1.2804  C1 1.251
8 H -1.6053 2.3463 -0.2410  C1 1.182
9 H -2.2386 0.5208 -0.6455  C1 1.230
10 H 2.2788 -0.1926 -1.1715  C4 1.189
11 H 2.2494 0.5290 0.6935  C4 1.215
12 H 2.3842 -1.2931 0.3117  C4 1.179
13 H 0.1161 -2.1115 0.1037  C5 1.012

Values from the calculation:
E_tot (Eh): -331.59474
Energy above the lowest of the compared OMol25 structures with the same formula, charge and spin (kJ/mol): 300.9
Orbital gap (eV): 10.03
LUMO (eV): 0.9511

These are the Löwdin partial charges, in e, on atoms 1 to 8:
1. C -0.124
2. O -0.153
3. C -0.376
4. C -0.058
5. C -0.101
6. F -0.012
7. H 0.151
8. H 0.106